Record 1
Entry from OMol25: a cluster of 2 separate species, C3H5BrO in total in a non-equilibrium geometry (ωB97M-V with the def2-TZVPD basis set).

Each line ends with the natural charge from an NBO analysis.
Element x y z (Å)
1 H 0.342646 0.778900 -1.294328  0.23
2 C -0.048957 0.022831 0.688794  0.19
3 C 0.487845 -1.091030 -0.036006  -0.48
4 H 1.661998 0.965941 -0.130327  0.23
5 O -2.284563 0.547614 -0.013830  -0.86
6 Br 0.098708 0.549205 2.455160  0.21
7 H 1.228711 -1.518559 0.493760  0.23
8 C 0.774509 0.419709 -0.479373  -0.46
9 H -2.022067 0.923742 -0.935533  0.42
10 H -0.238829 -1.598353 -0.748316  0.29

Force components x, y, z for each atom (eV/Å):
-1.9 1.2 -3.4
-2.9 2.1 -1.4
-3.0 2.0 -2.9
0.0 -0.6 -0.5
3.3 0.1 -1.3
-0.2 -0.2 -0.5
2.4 -2.3 1.2
1.6 -1.6 5.1
-0.6 -0.9 2.4
1.3 0.4 1.2

The frontier orbital gap (alpha / beta) comes out at 8.1 / 8.1 eV. For the HOMO energy (alpha / beta), the calculation gives -9.25 / -9.25 eV. The value obtained for the total energy is -2766.357462 hartree.

---

Record 2
Entry from OMol25: an isolated molecule of C2H4N4O (ωB97M-V with the def2-TZVPD basis set).

Each line ends with the natural charge from an NBO analysis.
Element x y z (Å)
1 N 2.072550 0.443519 0.382067  -0.79
2 H 2.855046 -0.175706 0.540218  0.41
3 N -0.926032 -0.611761 1.094049  -0.74
4 C -1.157276 -0.078582 -0.029621  0.66
5 H -1.799205 -0.885332 1.543067  0.36
6 N -0.127005 0.427475 -0.876537  -0.42
7 H 1.710525 0.897675 1.208917  0.42
8 H -2.238131 0.579467 -1.409863  0.50
9 C 1.141200 0.017478 -0.480875  0.52
10 O -2.373742 0.145071 -0.553203  -0.67
11 N 0.842070 -0.759306 -1.418218  -0.25

Force components x, y, z for each atom (eV/Å):
-0.1 -0.1 0.0
-0.1 0.1 0.0
-0.2 0.1 -0.3
0.2 -0.1 0.3
0.1 0.0 0.0
-0.2 0.2 0.1
0.0 -0.1 -0.1
-0.1 -0.1 0.1
0.0 -0.2 -0.2
0.0 0.0 -0.1
0.3 0.1 0.3

The frontier orbital gap comes out at 10.3 eV. For the HOMO energy, the calculation gives -9.53 eV. The value obtained for the total energy is -372.797197 hartree. The SMILES is [H]/N=C(\O)N1N=C1N.